[1]
This record from OMol25 describes a 12-piece molecular cluster, C42H112N4O22 overall at a distorted geometry. The level of theory is the ωB97M-V functional and the def2-TZVPD basis.

Results
**⟨S²⟩**: 0.7504
**E**: -96364.9155 eV
**Net charge**: -1
**Max |F|**: 2.6 eV Å⁻¹
**2S+1**: 2

Structure (XYZ):
```
180
Properties=species:S:1:pos:R:3:lowdin_spin:R:1
C -1.08 -2.92 -3.72 0.056
C 0.05 -3.96 -3.46 0.036
O 0.02 -5.11 -4.30 0.108
O -0.78 -2.08 -4.87 0.198
H -1.22 -2.38 -2.78 0.006
H -2.02 -3.46 -3.86 0.036
H -0.01 -4.25 -2.42 0.004
H 1.00 -3.43 -3.55 0.008
H -0.13 -4.88 -5.21 0.060
H -0.83 -2.64 -5.65 0.118
C 2.49 2.02 1.93 0.000
C 2.30 2.75 3.24 0.000
O 3.03 2.22 4.33 0.000
O 1.87 2.65 0.86 0.000
H 2.20 0.97 1.98 0.000
H 3.56 1.97 1.74 0.000
H 1.23 2.82 3.46 0.000
H 2.66 3.77 3.09 0.000
H 3.95 2.17 4.08 0.000
H 1.79 3.60 0.98 0.000
C 0.31 5.41 0.15 0.000
C -1.04 4.82 0.56 0.000
O -1.54 5.54 1.67 0.000
O 1.28 5.43 1.25 0.000
H 0.12 6.45 -0.08 0.000
H 0.82 4.84 -0.63 0.000
H -0.85 3.79 0.85 0.000
H -1.70 4.96 -0.30 0.000
H -1.76 6.42 1.34 0.000
H 1.09 6.22 1.76 0.000
C 5.30 3.72 -3.34 0.000
C 4.16 2.73 -3.67 0.000
O 4.17 2.21 -5.05 0.004
O 5.34 4.87 -4.16 0.000
H 6.26 3.22 -3.51 0.000
H 5.27 3.99 -2.29 0.000
H 3.22 3.26 -3.51 0.000
H 4.29 1.83 -3.07 0.000
H 3.32 1.85 -5.29 0.000
H 5.52 4.58 -5.05 0.000
C 2.19 4.47 -7.15 0.001
C 1.09 3.66 -6.47 0.002
O 1.42 2.52 -5.72 0.006
O 2.93 3.79 -8.16 0.001
H 2.94 4.75 -6.40 0.000
H 1.85 5.46 -7.43 0.000
H 0.38 3.31 -7.23 0.001
H 0.46 4.31 -5.86 0.000
H 0.63 1.97 -5.68 0.001
H 3.52 3.13 -7.78 0.000
C -1.99 1.60 -5.68 0.011
C -2.84 0.75 -6.69 0.050
O -3.69 -0.23 -5.99 0.090
O -0.77 0.97 -5.27 0.024
H -2.60 1.82 -4.81 0.002
H -1.61 2.51 -6.14 0.001
H -2.24 0.26 -7.47 0.026
H -3.46 1.47 -7.23 0.004
H -3.35 -1.11 -6.19 0.057
H -0.98 0.07 -5.00 0.009
C 4.86 0.26 0.15 0.000
O 5.74 0.82 1.12 0.000
C 5.62 0.18 2.40 0.000
C 6.49 1.00 3.40 0.000
N 5.86 2.31 3.68 0.000
C 6.63 3.00 4.73 0.000
C 5.90 4.35 5.05 0.000
O 6.78 5.36 5.67 0.000
C 7.46 4.95 6.87 0.000
H 3.78 0.16 0.27 0.000
H 5.27 -0.75 0.11 0.000
H 5.05 0.76 -0.80 0.000
H 6.03 -0.83 2.50 0.000
H 4.58 0.06 2.69 0.000
H 7.53 1.08 3.08 0.000
H 6.55 0.37 4.29 0.000
H 5.96 2.77 2.79 0.000
H 7.61 3.26 4.33 0.000
H 6.79 2.38 5.61 0.000
H 5.05 4.21 5.72 0.000
H 5.59 4.83 4.12 0.000
H 6.82 4.38 7.55 0.000
H 7.72 5.90 7.33 0.000
H 8.37 4.41 6.61 0.000
C 3.78 -3.58 -0.95 0.001
O 3.07 -4.82 -0.97 0.005
C 3.36 -5.73 0.09 0.000
C 2.13 -6.20 0.87 0.001
N 1.57 -5.04 1.54 0.000
C 0.23 -5.38 2.07 0.000
C -0.49 -4.08 2.52 0.000
O -0.71 -3.32 1.37 0.000
C -1.35 -2.09 1.63 0.000
H 4.84 -3.60 -1.21 0.000
H 3.77 -3.35 0.11 0.000
H 3.24 -2.91 -1.64 0.000
H 4.04 -5.36 0.87 0.000
H 3.98 -6.55 -0.27 0.000
H 2.39 -6.92 1.65 0.000
H 1.48 -6.62 0.11 0.001
H 1.42 -4.47 0.72 0.000
H 0.46 -6.04 2.90 0.000
H -0.37 -5.90 1.33 0.000
H 0.09 -3.59 3.30 0.000
H -1.48 -4.37 2.90 0.000
H -2.34 -2.14 2.09 0.000
H -1.49 -1.54 0.70 0.000
H -0.73 -1.49 2.30 0.000
C -2.17 1.50 1.90 0.000
O -3.03 0.59 2.55 0.000
C -4.41 0.84 2.50 0.000
C -5.07 0.04 3.64 0.000
N -4.89 -1.37 3.52 0.000
C -5.48 -2.02 4.74 0.000
C -4.84 -3.38 5.08 0.000
O -3.43 -3.30 5.20 0.000
C -2.80 -4.46 5.68 0.000
H -2.32 1.49 0.82 0.000
H -1.16 1.19 2.18 0.000
H -2.32 2.53 2.23 0.000
H -4.82 0.53 1.55 0.000
H -4.55 1.90 2.72 0.000
H -6.14 0.22 3.51 0.000
H -4.91 0.40 4.65 0.000
H -3.88 -1.47 3.45 0.000
H -6.54 -2.17 4.50 0.000
H -5.50 -1.40 5.64 0.000
H -5.18 -4.12 4.36 0.000
H -5.36 -3.67 6.00 0.000
H -2.89 -5.32 5.02 0.000
H -2.95 -4.67 6.74 0.000
H -1.72 -4.31 5.59 0.000
C -3.92 -0.79 -2.71 0.015
O -3.49 -0.85 -1.33 0.004
C -4.24 -1.71 -0.47 0.001
C -3.63 -3.15 -0.73 0.002
N -4.08 -4.21 0.21 0.000
C -3.65 -5.54 -0.24 0.004
C -3.99 -6.59 0.76 0.001
O -3.11 -6.40 1.85 0.000
C -3.31 -7.40 2.85 0.000
H -3.22 -0.11 -3.18 0.004
H -4.96 -0.47 -2.85 0.004
H -3.82 -1.76 -3.20 0.009
H -5.32 -1.75 -0.53 0.001
H -4.03 -1.36 0.54 0.000
H -2.55 -3.13 -0.89 0.000
H -4.12 -3.46 -1.65 0.004
H -3.63 -4.12 1.10 0.000
H -2.59 -5.62 -0.46 0.001
H -4.21 -5.81 -1.13 0.004
H -3.83 -7.61 0.40 0.000
H -5.04 -6.55 1.04 0.000
H -3.96 -7.19 3.69 0.000
H -2.34 -7.49 3.34 0.000
H -3.67 -8.37 2.48 0.000
C 0.22 -0.06 -0.76 0.001
C 0.96 0.69 -1.85 0.002
C 0.22 2.01 -2.23 0.001
O 2.22 1.15 -1.34 0.001
H 0.14 0.59 0.11 0.000
H 0.75 -0.94 -0.39 0.000
H -0.76 -0.37 -1.14 0.001
H 1.10 0.00 -2.68 0.005
H 0.77 2.59 -2.98 0.000
H 0.04 2.73 -1.44 0.000
H -0.78 1.80 -2.60 0.001
H 2.04 1.66 -0.54 0.000
C -4.06 3.02 -1.79 0.001
C -5.03 4.15 -1.44 0.001
C -4.88 4.48 0.06 0.000
O -4.65 5.32 -2.19 0.001
H -3.03 3.13 -1.43 0.000
H -4.05 2.78 -2.86 0.001
H -4.31 2.12 -1.23 0.000
H -6.04 3.84 -1.69 0.000
H -5.63 5.24 0.27 0.000
H -3.92 4.83 0.44 0.000
H -5.24 3.68 0.72 0.000
H -5.46 5.84 -2.19 0.000
```

[2]
This record from OMol25 describes C15H16N8O4S3 as an isolated structure at a distorted geometry. The level of theory is the ωB97M-V functional and the def2-TZVPD basis.

Results
**E**: -68425.4629 eV
**Net charge**: 0
**Max |F|**: 4.9 eV Å⁻¹
**ΔE to the lowest compared entry with this formula, charge and spin**: 0.609 eV

Structure (XYZ):
```
46
Properties=species:S:1:pos:R:3:nbo_charge:R:1
O 1.21 0.94 -3.63 -0.538
O 0.00 2.09 3.58 -0.604
O 1.91 0.22 -0.68 -0.544
N -3.40 -1.95 -2.89 -0.068
N -2.99 -0.86 -3.56 -0.067
N -2.51 -2.84 1.90 -0.301
N -2.43 -2.62 -2.25 -0.268
N -2.57 -3.79 0.81 -0.260
O 1.87 0.79 3.38 -0.504
S -0.48 -4.42 2.07 0.325
S -0.77 -2.01 3.80 0.324
S -2.33 1.12 -0.31 0.255
C 0.05 0.76 -3.65 0.678
C 0.68 1.26 2.96 0.802
C 0.87 0.81 -0.55 0.663
C -1.37 -3.00 2.55 -0.185
C -1.40 -2.08 -2.75 0.168
C -1.63 -4.63 0.71 0.078
C -2.44 0.41 1.25 -0.346
C -1.42 0.13 2.15 -0.024
N -1.64 -1.08 -3.62 -0.211
N 0.27 1.18 0.60 -0.428
N -0.60 1.60 -2.65 -0.660
C 2.73 1.44 4.34 -0.265
C -1.65 -5.65 -0.47 -0.640
C -1.84 -0.55 3.45 -0.555
C -0.67 -0.35 -4.39 -0.335
C 0.06 0.42 1.81 -0.170
C -0.71 2.01 -0.12 -0.148
C 0.18 1.87 -1.42 -0.135
H -0.43 -2.55 -2.48 0.222
H -3.51 0.21 1.49 0.247
H -1.63 1.41 -2.62 0.396
H 2.20 2.11 5.03 0.208
H 3.56 1.90 3.84 0.200
H 3.09 0.66 5.04 0.200
H -0.63 -5.71 -0.89 0.220
H -1.92 -6.67 -0.15 0.230
H -2.37 -5.32 -1.19 0.262
H -1.70 0.24 4.15 0.257
H -2.96 -0.66 3.52 0.263
H 0.16 -1.02 -4.58 0.260
H -0.98 -0.19 -5.40 0.261
H 0.59 -0.50 1.67 0.261
H -0.73 3.12 0.19 0.234
H 0.78 2.85 -1.62 0.243
```

[3]
This record from OMol25 describes a single C4H9NOS2 molecule at a distorted geometry. The level of theory is the ωB97M-V functional and the def2-TZVPD basis.

Results
**SMILES**: CO[C@H](C)SC(N)=S
**E**: -29501.6845 eV
**Net charge**: 0
**Max |F|**: 1.9 eV Å⁻¹
**ΔE to the lowest compared entry with this formula, charge and spin**: 0.799 eV

Structure (XYZ):
```
17
Properties=species:S:1:pos:R:3:nbo_charge:R:1
C 1.48 -1.54 -0.61 -0.265
C 0.56 0.63 -0.53 -0.023
C 0.57 1.85 0.41 -0.640
C -2.18 -0.15 -0.04 -0.122
H 0.59 -2.02 -1.09 0.191
H 2.28 -1.20 -1.37 0.174
H 1.97 -2.30 -0.04 0.201
H 1.23 0.84 -1.40 0.199
H -0.04 1.64 1.27 0.223
H 1.61 1.97 0.79 0.221
H 0.21 2.79 -0.08 0.232
H -0.64 -0.78 1.18 0.413
H -2.23 -0.94 1.84 0.407
N -1.61 -0.58 1.13 -0.805
O 1.09 -0.45 0.19 -0.557
S -1.11 0.35 -1.31 0.267
S -3.78 -0.12 -0.35 -0.117
```

[4]
This record from OMol25 describes a single C5H11NO molecule at a distorted geometry. The level of theory is the ωB97M-V functional and the def2-TZVPD basis.

Results
**SMILES**: CCN(C)C(C)=O
**E**: -8899.8347 eV
**Net charge**: 0
**Max |F|**: 4.5 eV Å⁻¹
**ΔE to the lowest compared entry with this formula, charge and spin**: 1.863 eV

Structure (XYZ):
```
18
Properties=species:S:1:pos:R:3:nbo_charge:R:1
C 1.34 -1.54 1.01 -0.702
C 1.18 -0.14 0.32 0.711
N -0.13 0.30 -0.17 -0.472
C -1.34 -0.45 0.11 -0.212
C -2.40 -0.23 -1.05 -0.634
C -0.29 1.68 -0.35 -0.429
O 2.23 0.42 0.20 -0.592
H 2.09 -2.09 0.39 0.237
H 0.49 -2.20 0.87 0.203
H 1.65 -1.37 1.98 0.233
H -1.85 -0.06 0.99 0.178
H -1.19 -1.56 0.23 0.215
H -3.35 0.31 -0.76 0.212
H -2.78 -1.10 -1.54 0.216
H -1.77 0.32 -1.77 0.218
H 0.56 2.15 0.17 0.234
H -0.56 2.15 -1.32 0.198
H -1.22 1.97 0.08 0.187
```

[5]
This record from OMol25 describes a 8-piece molecular cluster, C17H53N13O8 overall at a distorted geometry. The level of theory is the ωB97M-V functional and the def2-TZVPD basis.

Results
**SMILES**: COC[C@H](C)N.COC[C@H](C)N.COC[C@H](C)N.NC(N)=O.NC(N)=O.NC(N)=O.NC(N)=O.NC(N)=O
**E**: -54238.8903 eV
**Net charge**: 0
**Max |F|**: 5.2 eV Å⁻¹
**ΔE to the lowest compared entry with this formula, charge and spin**: 5.223 eV

Structure (XYZ):
```
91
Properties=species:S:1:pos:R:3:lowdin_charge:R:1
C -7.64 0.23 9.54 -0.785
O -6.74 0.66 8.87 0.054
N -8.38 0.89 10.42 0.145
N -8.10 -0.98 9.45 0.148
H -8.31 1.89 10.54 0.115
H -9.20 0.45 10.81 0.100
H -8.85 -1.23 10.08 0.101
H -7.60 -1.73 8.99 0.122
C -7.32 3.82 -2.67 -0.741
O -7.12 2.87 -3.45 0.003
N -6.45 4.38 -1.84 0.150
N -8.45 4.49 -2.70 0.145
H -5.48 4.12 -1.82 0.117
H -6.78 5.03 -1.14 0.102
H -9.15 4.28 -3.40 0.122
H -8.53 5.22 -2.01 0.102
C -5.52 -8.97 4.59 -0.812
O -5.64 -8.66 5.72 0.064
N -5.07 -8.10 3.72 0.152
N -5.71 -10.21 4.11 0.157
H -4.52 -7.37 4.14 0.125
H -5.04 -8.42 2.76 0.102
H -6.02 -10.94 4.72 0.117
H -5.68 -10.20 3.10 0.095
C -0.07 4.59 8.67 -0.766
O 0.67 5.38 8.10 0.016
N -1.36 4.54 8.32 0.145
N 0.28 3.85 9.70 0.159
H -1.57 5.14 7.53 0.110
H -2.04 3.85 8.60 0.103
H -0.50 3.57 10.27 0.111
H 1.14 4.28 10.00 0.121
C -0.17 5.85 -4.73 -0.825
O 0.17 5.34 -3.71 0.054
N -1.40 5.90 -5.12 0.168
N 0.75 6.40 -5.51 0.157
H -1.56 6.22 -6.06 0.104
H -2.06 5.19 -4.82 0.124
H 0.45 6.57 -6.45 0.099
H 1.70 6.12 -5.29 0.119
C 4.08 -2.11 -10.85 -0.088
C 4.65 -3.56 -10.81 -0.387
C 3.83 -4.44 -9.79 -0.173
O 4.17 -5.86 -9.96 -0.230
C 5.45 -6.26 -9.29 -0.055
N 4.36 -4.09 -12.17 0.025
H 3.05 -2.05 -11.21 0.067
H 4.56 -1.48 -11.59 0.070
H 4.04 -1.48 -9.96 0.069
H 5.72 -3.46 -10.59 0.126
H 2.76 -4.27 -9.83 0.122
H 4.19 -4.15 -8.80 0.105
H 6.27 -5.70 -9.75 0.074
H 5.67 -7.32 -9.34 0.081
H 5.37 -5.98 -8.24 0.076
H 3.36 -4.17 -12.18 0.063
H 4.57 -5.07 -12.19 0.057
C -1.15 0.12 1.74 -0.056
C -1.86 -1.29 1.58 -0.424
C -0.99 -2.25 0.81 -0.260
O -0.48 -1.61 -0.27 -0.182
C 0.46 -2.28 -1.04 -0.111
N -2.21 -1.67 2.94 0.035
H -0.25 0.00 2.33 0.081
H -1.77 0.88 2.21 0.070
H -0.81 0.56 0.80 0.069
H -2.78 -1.09 1.03 0.133
H -1.70 -3.05 0.62 0.130
H -0.16 -2.53 1.46 0.133
H 0.78 -1.54 -1.77 0.091
H 0.02 -3.05 -1.67 0.087
H 1.32 -2.63 -0.48 0.092
H -3.17 -1.98 2.88 0.067
H -2.29 -0.72 3.28 0.047
C 6.07 1.37 3.00 -0.063
C 5.72 2.59 2.14 -0.415
C 7.00 3.51 1.73 -0.199
O 7.26 4.31 2.83 -0.187
C 8.57 4.81 2.82 -0.127
N 5.15 2.07 0.95 0.008
H 6.64 0.66 2.40 0.077
H 5.17 0.87 3.36 0.069
H 6.57 1.64 3.93 0.073
H 5.10 3.33 2.65 0.127
H 6.83 4.09 0.83 0.118
H 7.84 2.85 1.56 0.113
H 9.37 4.10 2.60 0.087
H 8.70 5.28 3.80 0.090
H 8.64 5.63 2.12 0.083
H 4.45 1.34 0.95 0.074
H 4.74 2.79 0.38 0.072
```

[6]
This record from OMol25 describes C30H45BrGaINO27 as an isolated structure at a distorted geometry. The level of theory is the ωB97M-V functional and the def2-TZVPD basis.

Results
**E**: -219134.2795 eV
**Net charge**: -1
**Max |F|**: 1.4 eV Å⁻¹

Structure (XYZ):
```
106
Properties=species:S:1:pos:R:3:lowdin_charge:R:1
C 0.83 0.28 -8.48 -0.141
C 0.56 -1.23 -8.54 -0.415
C 1.72 -2.06 -8.00 -0.820
Br 1.36 -3.97 -8.30 0.496
Ga 2.17 -1.57 -6.05 -0.052
N 4.00 -0.92 -6.01 -0.146
I 1.71 -3.49 -4.32 0.344
H 1.04 0.69 -9.46 0.047
H 1.65 0.56 -7.83 0.040
H -0.05 0.79 -8.08 0.067
H -0.35 -1.51 -8.01 0.086
H 0.39 -1.50 -9.59 0.079
H 2.59 -1.83 -8.62 0.024
H 1.22 -0.35 -5.65 -0.036
H 4.02 -0.02 -5.53 -0.058
H 4.26 -0.71 -6.97 -0.054
C -2.06 1.06 -2.42 -0.135
C -2.35 -0.09 -1.48 -0.144
O -1.62 -1.16 -2.06 0.051
C -0.59 -0.63 -2.80 -0.541
O 0.30 -1.24 -3.25 -0.027
O -0.77 0.73 -2.93 0.053
H -2.03 2.03 -1.93 0.122
H -2.77 1.11 -3.25 0.131
H -1.97 0.09 -0.47 0.113
H -3.41 -0.33 -1.43 0.131
C 4.47 1.37 -2.08 -0.112
C 5.82 0.80 -2.45 -0.114
O 5.60 -0.61 -2.34 0.061
C 4.26 -0.84 -2.48 -0.567
O 3.77 -1.92 -2.59 0.015
O 3.57 0.33 -2.47 0.067
H 4.25 2.30 -2.60 0.138
H 4.36 1.53 -1.01 0.090
H 6.11 1.03 -3.48 0.130
H 6.62 1.11 -1.78 0.128
C -2.17 1.95 1.95 -0.109
C -3.00 0.93 2.71 -0.096
O -2.71 1.26 4.08 0.058
C -2.33 2.56 4.12 -0.581
O -2.18 3.18 5.13 0.151
O -2.13 3.05 2.88 0.062
H -2.63 2.26 1.02 0.130
H -1.15 1.61 1.76 0.108
H -4.07 1.05 2.54 0.091
H -2.70 -0.10 2.49 0.140
C 2.28 2.66 2.85 -0.096
C 2.10 1.54 1.83 -0.104
O 2.88 2.00 0.74 0.057
C 3.82 2.86 1.20 -0.567
O 4.72 3.25 0.53 0.157
O 3.58 3.19 2.49 0.067
H 2.28 2.31 3.88 0.132
H 1.54 3.45 2.74 0.131
H 2.50 0.58 2.16 0.115
H 1.06 1.41 1.54 0.115
C -6.87 -0.31 5.16 -0.096
C -6.51 1.11 5.54 -0.101
O -5.87 1.58 4.35 0.061
C -6.31 0.84 3.31 -0.580
O -6.05 1.10 2.18 0.137
O -7.03 -0.22 3.73 0.083
H -7.79 -0.65 5.63 0.138
H -6.08 -1.02 5.37 0.103
H -7.39 1.73 5.74 0.132
H -5.84 1.17 6.39 0.132
C 3.58 -2.66 0.10 -0.085
C 2.64 -3.78 0.47 -0.083
O 2.52 -3.63 1.90 0.060
C 2.81 -2.35 2.20 -0.597
O 2.63 -1.85 3.28 0.120
O 3.31 -1.70 1.14 0.052
H 3.39 -2.23 -0.88 0.091
H 4.63 -2.94 0.16 0.142
H 1.65 -3.67 0.02 0.137
H 3.03 -4.76 0.22 0.135
C -4.45 -1.79 8.77 -0.105
C -3.38 -2.85 8.57 -0.112
O -4.00 -3.71 7.61 0.084
C -4.93 -3.01 6.93 -0.573
O -5.50 -3.37 5.96 0.163
O -5.13 -1.79 7.51 0.031
H -4.03 -0.80 8.98 0.131
H -5.15 -2.05 9.56 0.131
H -2.47 -2.45 8.13 0.112
H -3.13 -3.39 9.47 0.134
C 1.05 -1.16 9.31 -0.112
C 2.07 -1.92 8.48 -0.106
O 1.53 -3.24 8.48 0.073
C 0.20 -3.16 8.70 -0.567
O -0.56 -4.06 8.58 0.167
O -0.15 -1.90 9.06 0.039
H 0.93 -0.12 9.00 0.133
H 1.27 -1.19 10.37 0.131
H 2.13 -1.56 7.45 0.137
H 3.07 -1.91 8.91 0.132
C 0.52 4.29 -11.88 -0.129
C -0.37 3.84 -10.73 -0.120
O 0.51 3.05 -9.95 0.040
C 1.78 3.45 -10.21 -0.562
O 2.74 3.11 -9.60 0.183
O 1.80 4.30 -11.27 0.051
H 0.26 5.28 -12.25 0.127
H 0.52 3.58 -12.71 0.131
H -0.73 4.67 -10.13 0.131
H -1.23 3.25 -11.06 0.132
```

[7]
This record from OMol25 describes a 2-piece molecular cluster, C3H9S overall at a distorted geometry. The level of theory is the ωB97M-V functional and the def2-TZVPD basis.

Results
**E**: -14091.8046 eV
**Net charge**: -1
**Max |F|**: 3.7 eV Å⁻¹
**ΔE to the lowest compared entry with this formula, charge and spin**: 1.352 eV

Structure (XYZ):
```
13
Properties=species:S:1:pos:R:3:nbo_charge:R:1
S -0.25 1.97 3.33 -1.055
H -0.55 2.21 1.97 0.068
C -0.80 0.52 -0.44 -0.629
C 0.58 -0.10 -0.36 -0.462
C 0.67 -1.58 -0.74 -0.603
H -1.64 -0.15 -0.73 0.191
H -0.82 1.46 -1.10 0.187
H -1.09 0.99 0.55 0.248
H 0.46 -0.13 0.79 0.256
H 1.40 0.66 -0.67 0.211
H 0.01 -2.25 -0.24 0.205
H 0.24 -1.65 -1.81 0.178
H 1.78 -1.93 -0.56 0.205
```

[8]
This record from OMol25 describes a single C6H9NO2S2 molecule at a distorted geometry. The level of theory is the ωB97M-V functional and the def2-TZVPD basis.

Results
**E**: -33617.8156 eV
**Net charge**: 0
**Max |F|**: 7.1 eV Å⁻¹
**ΔE to the lowest compared entry with this formula, charge and spin**: 4.809 eV

Structure (XYZ):
```
20
Properties=species:S:1:pos:R:3:nbo_charge:R:1
C 0.83 -2.01 -0.64 -0.623
C 0.38 -0.99 0.36 0.054
C -0.89 -0.73 0.67 -0.511
C -1.24 0.29 1.67 0.078
C 1.19 1.08 -0.87 0.761
C 1.62 1.83 -2.11 -0.419
H 1.42 -1.54 -1.44 0.224
H -0.02 -2.52 -1.11 0.233
H 1.46 -2.76 -0.18 0.218
H 1.17 -0.44 0.87 0.141
H -1.70 -1.26 0.17 0.219
H -0.40 0.80 2.14 0.138
H -4.64 0.63 2.13 0.111
H 1.35 1.19 0.99 0.502
H 2.21 2.72 -1.91 0.228
N -2.39 0.66 2.08 -0.615
O 1.65 1.71 0.22 -0.641
O 0.53 0.07 -0.85 -0.465
S -3.77 -0.08 1.40 0.122
S 1.24 1.36 -3.60 0.242
```